C4H10O2 | the ωB97M-V functional and the def2-TZVPD basis

Output
- LUMO energy (eV) = 0.973
- structure (SMILES) = CCOCCO
- energy relative to the best compared isomer or geometry (same formula, charge and spin) (kcal/mol) = 89.21
- E_HOMO (eV) = -9.92
- M (Da) = 90.12
- 2S+1 = 1
- total charge = 0

```
16
Properties=species:S:1:pos:R:3:mulliken_charge:R:1
C 1.28 2.18 0.00 -0.995
C 0.57 1.29 -1.00 -0.298
O 0.10 0.31 -0.08 -0.374
C -0.56 -0.87 -0.73 -0.650
C -0.50 -1.91 0.43 -0.142
O -1.01 -1.24 1.48 -0.564
H 1.20 3.25 -0.53 0.275
H 0.67 2.32 0.84 0.328
H 2.40 1.93 0.46 0.245
H 1.46 0.84 -1.75 0.227
H -0.27 1.71 -1.69 0.312
H -0.02 -1.13 -1.62 0.383
H -1.45 -0.46 -1.12 0.328
H 0.52 -2.29 0.70 0.246
H -1.32 -2.66 -0.07 0.227
H -0.67 -0.17 1.40 0.452
```